Density functional theory data (the ωB97M-V functional and the def2-TZVPD basis) for C26H40CoN3O3SSeSi as an isolated structure at a distorted geometry.

```
76
C26H40CoN3O3SSeSi, DFT the ωB97M-V functional and the def2-TZVPD basis
Co -0.9004 1.4755 -1.6876
C -2.4578 4.2062 -0.1416
C -0.9901 3.8496 0.1479
C -0.8337 3.5194 1.6501
C -0.0885 5.0457 -0.2175
O -0.5919 2.7657 -0.5991
Si 1.4250 0.3913 0.0243
S 2.7097 -0.2312 -1.4020
O 1.9705 1.1784 1.3173
C 3.2807 1.2874 1.8301
C 3.9752 -0.0730 1.8109
C 3.1085 1.7576 3.2785
C 4.0543 2.3078 0.9933
O 0.6075 -1.3340 1.9941
C 0.2910 -2.6955 1.7131
C -0.1885 -3.4248 2.9801
C 1.6206 -3.3197 1.2673
C -0.7482 -2.8534 0.5996
H -2.7654 5.0822 0.4312
H -3.0936 3.3590 0.1203
H -2.5714 4.4051 -1.2072
H -1.0574 4.3928 2.2641
H 0.1831 3.1852 1.8525
H -1.5187 2.7147 1.9160
H -0.4070 5.9477 0.3028
H -0.1526 5.2052 -1.2911
H 0.9453 4.8221 0.0426
H 3.2913 -0.8205 2.2065
H 4.8778 -0.0412 2.4169
H 4.2372 -0.3483 0.7935
H 2.5176 1.0224 3.8227
H 2.5814 2.7084 3.2994
H 4.0725 1.8756 3.7678
H 4.1049 1.9662 -0.0384
H 5.0628 2.4373 1.3796
H 3.5371 3.2646 1.0124
H 0.4993 -3.2300 3.8010
H -0.2223 -4.4976 2.8011
H -1.1835 -3.0909 3.2618
H 2.3503 -3.2533 2.0706
H 2.0104 -2.7922 0.4017
H 1.4793 -4.3673 1.0122
H -1.7123 -2.4653 0.9192
H -0.8612 -3.9064 0.3476
H -0.4312 -2.3094 -0.2869
N -0.2431 0.2577 -0.1336
C -1.0716 0.0413 0.8933
C -0.4553 -0.3695 2.2052
C -1.4556 -0.7014 3.2551
C -2.7897 -0.5692 3.0461
C -3.3064 -0.1265 1.8154
C -2.4426 0.1709 0.7690
H 0.1417 0.4884 2.5693
H -1.0587 -0.9552 4.2264
H -3.4789 -0.7839 3.8552
H -4.3723 0.0003 1.6962
H -2.8262 0.5596 -0.1703
C -3.0649 -1.0575 -2.6807
N -1.7052 -1.0115 -3.1362
C -0.7820 -0.0893 -2.7651
Se -1.9947 2.4204 -3.3500
N 0.3644 -0.4277 -3.4005
C 0.1952 -1.5517 -4.1592
C 1.0528 -2.2736 -4.9728
C 0.5208 -3.3632 -5.6388
C -0.8118 -3.7349 -5.4817
C -1.6670 -3.0347 -4.6503
C -1.1512 -1.9274 -3.9971
H -3.4056 -0.0444 -2.4661
H -3.1476 -1.6642 -1.7742
H -3.6981 -1.4811 -3.4597
H 1.2648 -0.0107 -3.1771
H 2.0916 -1.9961 -5.0674
H 1.1574 -3.9431 -6.2918
H -1.1862 -4.5967 -6.0144
H -2.6918 -3.3446 -4.5230
```

## Properties
<S²>: 0.808
Kohn-Sham gap (alpha / beta) (Eh): 0.1020 / 0.1025
Spin multiplicity: 2
LUMO level (alpha / beta) (eV): 0.788 / 0.820
Charge: -1
HOMO (alpha / beta) (eV): -2.0 / -2.0
Energy (Ha): -5876.66531